DFT (ωB97M-V with the def2-TZVPD basis set) results for a structure of composition C27H29AsCl2F6I2N2O2P2V.

Each line ends with the Löwdin spin population.
Positions of all 74 atoms, in Å:
V1 -0.07 0.94 2.11  1.021
C1 -1.40 -1.85 -3.53  0.000
P1 -1.40 -1.24 -1.78  -0.001
C2 -3.14 -0.64 -1.72  0.000
C3 -1.54 -2.85 -0.89  0.000
C4 -2.76 -3.39 -0.48  0.000
C5 -2.82 -4.57 0.24  0.000
C6 -1.65 -5.25 0.55  0.000
C7 -0.44 -4.74 0.14  0.000
C8 -0.36 -3.55 -0.57  0.000
P2 1.26 -2.89 -1.18  0.000
C9 1.82 -4.36 -2.14  0.000
C10 2.36 -3.12 0.31  0.000
H1 -2.14 -2.64 -3.69  0.000
H2 -0.41 -2.23 -3.78  0.000
H3 -1.62 -1.02 -4.19  0.000
H4 -3.86 -1.28 -2.22  0.000
H5 -3.15 0.35 -2.19  0.000
H6 -3.45 -0.51 -0.68  0.000
H7 -3.68 -2.87 -0.70  0.000
H8 -3.78 -4.96 0.55  0.000
H9 -1.69 -6.18 1.11  0.000
H10 0.47 -5.29 0.39  0.000
H11 1.92 -5.26 -1.52  0.000
H12 2.78 -4.15 -2.61  0.000
H13 1.09 -4.57 -2.92  0.000
H14 1.91 -3.83 1.00  0.000
H15 1.89 -1.84 1.84  0.000
H16 3.31 -3.55 -0.02  0.000
I1 2.43 5.25 1.17  0.001
C11 0.40 4.82 1.18  -0.001
C12 -0.54 5.86 1.06  0.000
C13 -1.89 5.61 1.05  -0.001
I2 -3.21 7.20 0.85  0.000
C14 -2.36 4.27 1.18  0.000
C15 -3.71 3.86 1.19  0.000
C16 -4.03 2.54 1.35  0.000
C17 -3.01 1.59 1.52  0.003
N1 -1.74 1.95 1.50  -0.004
C18 -1.40 3.26 1.31  0.001
C19 -0.01 3.52 1.29  0.006
O1 0.79 2.46 1.42  0.020
H17 -0.18 6.87 0.97  0.000
H18 -4.49 4.60 1.07  0.000
H19 -5.06 2.21 1.36  0.000
H20 -3.24 0.55 1.70  0.000
F1 0.12 -0.03 0.70  -0.021
As1 -1.20 -1.15 3.08  0.000
F2 -0.31 1.55 3.73  -0.019
F3 0.15 -2.29 2.61  0.000
F4 -0.83 -1.59 4.70  -0.001
F5 -2.23 -2.27 2.28  -0.003
F6 -2.70 -0.40 3.71  -0.003
C20 1.90 2.91 -2.54  0.000
C21 0.53 2.36 -2.87  0.000
O2 -0.32 2.30 -1.72  0.000
H21 2.46 3.14 -3.45  0.000
H22 2.48 2.19 -1.96  0.000
H23 1.81 3.83 -1.95  0.000
H24 0.61 1.36 -3.31  0.000
H25 0.01 3.00 -3.59  0.000
H26 0.20 1.89 -1.02  0.000
Cl1 2.14 0.18 3.11  0.002
C22 3.26 0.27 1.75  0.001
C23 4.04 1.41 1.69  0.000
C24 4.94 1.55 0.66  0.000
C25 5.01 0.54 -0.29  -0.001
C26 4.22 -0.59 -0.22  0.000
Cl2 4.42 -1.72 -1.53  0.000
C27 3.32 -0.81 0.84  0.000
N2 2.57 -1.91 1.09  0.000
H27 3.91 2.17 2.45  0.000
H28 5.58 2.42 0.59  0.000
H29 5.69 0.63 -1.13  0.000

Output
E_tot ... -198205.264 eV
E_LUMO (alpha / beta) ... -0.0831 / -0.0672 hartree
HOMO energy (alpha / beta) ... -0.2834 / -0.2834 Ha
2S+1 ... 2
Energy relative to the best compared isomer or geometry (same formula, charge and spin) ... 1.751 eV
Expectation value of S² ... 0.758

***

DFT (ωB97M-V with the def2-TZVPD basis set) results for a structure of composition C27H29AuN2O3S2Si.

Each line ends with the natural charge from an NBO analysis.
Positions of all 65 atoms, in Å:
Au1 -0.60 -0.49 -1.24  1.218
N1 0.28 1.19 -2.00  -0.802
C1 0.03 2.40 -1.23  0.097
C2 1.12 3.17 -0.86  -0.213
C3 0.94 4.34 -0.14  -0.201
C4 -0.35 4.73 0.21  -0.204
C5 -1.43 3.95 -0.16  -0.198
C6 -1.27 2.77 -0.88  0.033
C7 -2.45 1.93 -1.22  -0.136
C8 -3.69 2.55 -1.44  -0.191
C9 -4.82 1.80 -1.71  -0.215
C10 -4.73 0.42 -1.77  -0.200
C11 -3.51 -0.21 -1.57  -0.243
C12 -2.37 0.54 -1.30  -0.237
H1 1.30 0.99 -1.99  0.476
H2 -0.05 1.30 -2.96  0.419
H3 2.11 2.85 -1.16  0.223
H4 1.79 4.93 0.15  0.222
H5 -0.50 5.64 0.78  0.221
H6 -2.42 4.24 0.15  0.220
H7 -3.75 3.63 -1.42  0.212
H8 -5.77 2.30 -1.88  0.217
H9 -5.61 -0.18 -1.98  0.219
H10 -3.44 -1.28 -1.61  0.242
C13 4.42 -4.55 -1.87  -1.113
Si1 3.58 -3.89 -0.33  1.640
C14 1.90 -4.66 -0.12  -1.125
C15 4.59 -4.34 1.18  -1.114
C16 3.66 -1.99 -0.48  -0.485
C17 4.82 -1.38 -0.01  -0.135
C18 5.01 -0.01 -0.11  -0.280
C19 4.01 0.73 -0.69  0.050
N2 2.89 0.19 -1.17  -0.534
C20 2.72 -1.13 -1.08  0.115
S1 1.29 -1.83 -1.85  -0.316
H11 4.50 -5.64 -1.84  0.236
H12 5.42 -4.14 -1.98  0.232
H13 3.84 -4.29 -2.76  0.242
H14 2.04 -5.69 0.21  0.231
H15 1.32 -4.66 -1.04  0.252
H16 1.31 -4.14 0.64  0.269
H17 4.59 -5.43 1.30  0.239
H18 4.14 -3.91 2.08  0.243
H19 5.63 -4.02 1.14  0.225
H20 5.60 -1.98 0.45  0.215
H21 5.91 0.47 0.26  0.221
H22 4.11 1.81 -0.78  0.182
C21 -3.84 3.23 2.73  -0.634
C22 -3.24 1.89 2.39  -0.006
C23 -1.86 1.70 2.40  -0.220
C24 -1.31 0.47 2.08  -0.210
C25 -2.15 -0.58 1.75  -0.289
C26 -3.53 -0.42 1.77  -0.199
C27 -4.06 0.81 2.09  -0.207
S2 -1.45 -2.11 1.21  2.396
O1 -0.09 -2.12 1.65  -0.964
O2 -2.34 -3.17 1.58  -0.936
O3 -1.51 -2.02 -0.34  -0.969
H23 -3.06 3.99 2.86  0.213
H24 -4.42 3.18 3.64  0.227
H25 -4.51 3.57 1.93  0.218
H26 -1.21 2.53 2.65  0.213
H27 -0.24 0.32 2.08  0.243
H28 -4.16 -1.26 1.53  0.241
H29 -5.14 0.94 2.09  0.213

Output
E_tot ... -70834.175 eV
E_LUMO ... -0.0216 hartree
HOMO energy ... -0.2985 Ha
2S+1 ... 1
Energy relative to the best compared isomer or geometry (same formula, charge and spin) ... 0.660 eV

***

DFT (ωB97M-V with the def2-TZVPD basis set) results for a structure of composition C27H29BIrN12O3PS3.

Each line ends with the Löwdin spin population.
Positions of all 77 atoms, in Å:
Ir1 0.10 -0.28 0.10  0.657
C1 3.59 -0.94 2.35  0.002
C2 2.34 -1.27 1.81  0.002
N1 1.84 -0.20 1.21  0.055
N2 2.67 0.85 1.39  0.006
C3 3.75 0.40 2.04  -0.001
B1 2.17 2.17 0.74  0.000
N3 2.16 1.89 -0.78  0.008
C4 3.00 2.30 -1.76  0.003
C5 2.95 1.38 -2.79  0.003
C6 2.05 0.40 -2.36  0.007
N4 1.59 0.73 -1.16  0.096
N5 0.70 2.35 1.26  0.001
C7 0.21 3.42 1.90  0.002
C8 -1.01 3.09 2.45  0.000
C9 -1.21 1.76 2.09  0.000
N6 -0.18 1.33 1.38  0.005
N7 3.00 3.35 1.15  0.000
C10 3.45 3.65 2.39  0.000
C11 3.94 4.93 2.36  0.000
C12 3.75 5.34 1.02  0.000
N8 3.17 4.40 0.30  0.000
H1 4.27 -1.57 2.90  0.000
H2 1.87 -3.28 1.88  0.000
H3 4.56 1.07 2.28  0.000
H4 3.56 3.21 -1.63  0.001
H5 3.49 1.42 -3.72  0.001
H6 1.71 -0.49 -2.85  0.000
H7 0.77 4.34 1.93  0.000
H8 -1.67 3.73 3.02  0.000
H9 -2.04 1.11 2.31  0.000
H10 3.36 2.96 3.21  0.000
H11 4.39 5.48 3.17  0.000
H12 4.00 6.28 0.56  0.000
C13 -5.72 -3.99 0.85  0.000
C14 -4.93 -2.72 0.68  0.001
O1 -3.65 -2.91 1.34  -0.001
P1 -2.67 -1.71 1.57  0.005
S1 -1.01 -2.40 2.51  0.018
S2 -2.25 -0.72 -0.13  0.038
O2 -3.43 -0.69 2.52  0.001
C15 -3.79 -1.07 3.88  0.000
C16 -3.28 -0.02 4.83  0.000
H13 -6.68 -3.89 0.34  0.000
H14 -5.91 -4.20 1.90  0.000
H15 -5.18 -4.84 0.41  0.000
H16 -5.44 -1.87 1.13  0.000
H17 -4.73 -2.50 -0.37  0.001
H18 -3.37 -2.06 4.10  0.000
H19 -4.88 -1.15 3.90  0.000
H20 -2.20 0.05 4.78  0.000
H21 -3.56 -0.28 5.85  0.000
H22 -3.72 0.95 4.60  0.000
N9 -0.08 -3.57 -2.36  -0.002
C17 0.04 -2.77 -1.29  0.000
O3 0.15 -1.49 -1.52  0.016
C18 0.05 -3.21 0.01  0.012
C19 0.05 -4.58 0.35  0.002
N10 0.05 -5.70 0.62  0.005
C20 0.28 -2.17 1.04  0.013
N11 1.52 -2.34 1.75  -0.001
H23 -0.16 -4.56 -2.26  0.000
H24 -0.11 -3.16 -3.28  0.000
S3 -1.29 3.50 -3.56  0.001
C21 -0.61 2.21 -2.65  0.000
N12 -1.20 1.87 -1.55  0.038
C22 -2.33 2.68 -1.37  0.002
C23 -3.25 2.61 -0.32  0.000
C24 -4.31 3.49 -0.29  0.000
C25 -4.49 4.44 -1.29  0.000
C26 -3.60 4.53 -2.35  0.000
C27 -2.53 3.64 -2.37  0.001
H25 0.29 1.73 -3.01  0.000
H26 -3.14 1.86 0.45  0.000
H27 -5.03 3.43 0.52  0.000
H28 -5.33 5.12 -1.25  0.000
H29 -3.74 5.26 -3.13  0.000

Output
E_tot ... -97802.381 eV
Total charge ... +1
E_LUMO (alpha / beta) ... -0.1145 / -0.1633 hartree
HOMO energy (alpha / beta) ... -0.3906 / -0.3906 Ha
2S+1 ... 2
Energy relative to the best compared isomer or geometry (same formula, charge and spin) ... 1.775 eV
Expectation value of S² ... 0.754

***

DFT (ωB97M-V with the def2-TZVPD basis set) results for a structure of composition C27H29BrN5O3SSn.

Each line ends with the natural charge from an NBO analysis.
Positions of all 67 atoms, in Å:
Sn1 -0.81 0.19 0.54  1.384
Br1 5.26 3.70 -3.24  -0.001
C1 3.74 3.23 -2.21  -0.170
C2 2.53 3.89 -2.49  -0.218
C3 1.41 3.54 -1.77  -0.263
C4 1.42 2.56 -0.73  0.405
O1 0.36 2.34 -0.07  -0.798
C5 2.67 1.92 -0.49  -0.236
C6 2.87 0.87 0.49  0.167
N1 1.95 0.31 1.19  -0.465
C7 2.25 -0.86 1.89  0.233
C8 3.06 -1.84 1.36  -0.249
C9 3.31 -3.02 2.09  -0.188
C10 2.74 -3.24 3.32  -0.244
C11 1.87 -2.27 3.85  -0.019
C12 1.27 -2.40 5.12  -0.167
C13 0.41 -1.44 5.57  -0.279
C14 0.15 -0.33 4.74  0.043
N2 0.75 -0.12 3.60  -0.367
C15 1.62 -1.08 3.15  0.081
C16 3.80 2.27 -1.25  -0.173
H1 2.48 4.63 -3.28  0.215
H2 0.44 3.99 -1.98  0.201
H3 3.92 0.55 0.59  0.146
H4 3.45 -1.71 0.36  0.231
H5 3.98 -3.77 1.68  0.208
H6 2.94 -4.16 3.88  0.204
H7 1.50 -3.28 5.72  0.205
H8 -0.08 -1.53 6.53  0.210
H9 -0.56 0.41 5.08  0.182
H10 4.73 1.75 -1.04  0.213
N3 -2.07 -1.74 2.34  -0.840
C17 -3.42 -1.14 2.39  -0.340
C18 -3.91 -0.71 1.00  0.774
O2 -5.11 -0.42 0.88  -0.728
O3 -3.04 -0.65 0.07  -0.840
H11 -2.08 -2.53 1.71  0.378
H12 -1.83 -2.05 3.27  0.356
H13 -3.39 -0.24 3.03  0.190
H14 -4.20 -1.79 2.82  0.184
N4 -1.41 0.72 -1.73  -0.908
C19 -2.68 1.36 -2.18  -0.216
C20 -2.98 2.70 -1.49  -0.412
C21 -3.51 2.67 -0.06  -0.222
N5 -2.47 2.31 0.93  -0.864
H15 -0.64 1.37 -1.89  0.395
H16 -1.27 -0.13 -2.27  0.409
H17 -3.50 0.65 -2.00  0.234
H18 -2.62 1.58 -3.25  0.172
H19 -3.76 3.18 -2.09  0.205
H20 -2.11 3.35 -1.55  0.199
H21 -4.32 1.95 0.02  0.228
H22 -3.93 3.66 0.14  0.158
H23 -2.88 2.32 1.86  0.368
H24 -1.70 2.99 0.92  0.388
S1 0.41 -1.97 -0.66  -0.453
C22 0.33 -1.98 -2.40  -0.179
C23 0.93 -0.99 -3.19  -0.274
C24 0.86 -1.04 -4.58  -0.204
C25 0.21 -2.09 -5.22  -0.265
C26 -0.38 -3.09 -4.45  -0.232
C27 -0.31 -3.02 -3.07  -0.187
H25 1.44 -0.19 -2.68  0.219
H26 1.34 -0.24 -5.14  0.204
H27 0.19 -2.13 -6.30  0.200
H28 -0.89 -3.92 -4.92  0.200
H29 -0.75 -3.81 -2.46  0.207

Output
E_tot ... -128776.097 eV
Total charge ... -1
E_LUMO ... 0.0860 hartree
HOMO energy ... -0.1456 Ha
2S+1 ... 1
Energy relative to the best compared isomer or geometry (same formula, charge and spin) ... 0.000 eV

***

DFT (ωB97M-V with the def2-TZVPD basis set) results for a structure of composition C27H29Cl5MnN3OSe at a distorted geometry.

Each line ends with the natural charge from an NBO analysis.
Positions of all 67 atoms, in Å:
Mn1 0.07 0.26 -0.06  0.951
O1 2.04 0.00 -1.51  -0.713
C1 2.76 -1.16 -1.16  -0.106
C2 1.86 -2.27 -0.67  0.202
C3 2.31 -3.58 -0.52  -0.240
C4 1.41 -4.56 -0.18  -0.121
C5 0.07 -4.22 -0.02  -0.241
C6 -0.29 -2.89 -0.13  0.066
N1 0.59 -1.93 -0.41  -0.551
H1 1.67 -0.09 -2.40  0.502
H2 3.46 -0.85 -0.37  0.207
H3 3.35 -1.53 -2.01  0.210
H4 3.35 -3.81 -0.69  0.235
H5 1.73 -5.59 -0.06  0.238
H6 -0.68 -4.97 0.19  0.243
H7 -1.32 -2.58 -0.02  0.215
Cl1 -1.82 1.68 -3.37  0.042
C7 -2.51 1.52 -1.80  -0.098
C8 -1.79 0.84 -0.82  -0.293
C9 -2.42 0.77 0.43  -0.115
Cl2 -1.49 -0.02 1.71  0.064
C10 -3.66 1.28 0.73  -0.095
Cl3 -4.33 1.17 2.31  0.057
C11 -4.36 1.94 -0.29  -0.081
Cl4 -5.91 2.59 0.03  0.083
C12 -3.77 2.08 -1.55  -0.079
Cl5 -4.60 2.94 -2.78  0.084
C13 3.60 4.59 2.14  -0.610
C14 4.54 3.43 1.86  -0.401
C15 4.41 2.24 2.82  -0.403
C16 3.17 1.37 2.59  -0.228
N2 1.94 1.97 3.02  -0.383
C17 0.94 2.42 2.23  0.318
Se1 1.04 2.47 0.36  -0.169
N3 -0.07 2.89 3.00  -0.362
C18 -1.28 3.52 2.52  -0.236
C19 -1.36 5.00 2.90  -0.403
C20 -0.25 5.86 2.29  -0.400
C21 -0.37 6.02 0.78  -0.618
C22 0.27 2.71 4.33  0.103
C23 -0.41 2.94 5.51  -0.211
C24 0.23 2.62 6.69  -0.195
C25 1.51 2.05 6.70  -0.191
C26 2.18 1.78 5.52  -0.243
C27 1.55 2.13 4.34  0.174
H8 3.91 5.46 1.56  0.225
H9 3.60 4.86 3.19  0.205
H10 2.58 4.35 1.84  0.193
H11 5.57 3.79 1.93  0.216
H12 4.38 3.08 0.84  0.204
H13 4.42 2.60 3.85  0.208
H14 5.27 1.59 2.68  0.222
H15 3.28 0.43 3.14  0.213
H16 3.07 1.16 1.52  0.232
H17 -2.14 2.99 2.93  0.224
H18 -1.29 3.43 1.43  0.244
H19 -1.32 5.09 3.99  0.208
H20 -2.33 5.37 2.58  0.223
H21 0.72 5.43 2.54  0.193
H22 -0.30 6.85 2.75  0.218
H23 -0.19 5.07 0.26  0.207
H24 0.37 6.73 0.43  0.221
H25 -1.35 6.39 0.49  0.208
H26 -1.41 3.34 5.52  0.234
H27 -0.27 2.79 7.63  0.232
H28 1.97 1.79 7.64  0.231
H29 3.15 1.31 5.53  0.231

Output
E_tot ... -194260.277 eV
Total charge ... +1
E_LUMO (alpha / beta) ... -0.1016 / -0.1000 hartree
HOMO energy (alpha / beta) ... -0.4032 / -0.4016 Ha
2S+1 ... 2
Expectation value of S² ... 1.120

***

DFT (ωB97M-V with the def2-TZVPD basis set) results for a structure of composition C27H29F5N9O5ReS3.

Each line ends with the Löwdin spin population.
Positions of all 79 atoms, in Å:
Re1 -1.73 0.36 -0.21  0.790
S1 -5.67 0.36 -2.66  0.096
C1 -4.41 0.36 -1.77  0.049
N1 -3.41 0.36 -1.08  0.009
C2 -5.03 0.91 2.72  0.000
S2 -3.49 0.01 2.67  0.001
C3 -2.83 0.52 4.25  0.000
O1 -2.65 0.84 1.67  0.002
H1 -5.59 0.58 3.60  0.000
H2 -5.59 0.67 1.82  0.000
H3 -4.81 1.98 2.77  0.000
H4 -3.48 0.12 5.03  0.000
H5 -2.79 1.61 4.28  0.000
H6 -1.84 0.09 4.34  0.000
O2 4.71 -1.03 -6.98  0.000
S3 3.76 -2.09 -7.27  0.000
O3 3.51 -3.00 -6.17  0.000
O4 3.85 -2.70 -8.57  0.000
C4 2.24 -1.06 -7.32  0.000
N2 1.86 -0.48 -8.47  0.000
C5 0.82 0.35 -8.41  0.000
C6 0.16 0.63 -7.22  0.000
C7 0.63 -0.03 -6.11  0.000
N3 1.65 -0.87 -6.14  0.000
C8 0.05 0.08 -4.76  0.001
C9 0.21 -1.00 -3.90  -0.001
C10 -0.28 -0.93 -2.62  0.002
N4 -0.87 0.18 -2.12  -0.005
C11 -1.03 1.24 -2.97  0.000
C12 -0.60 1.22 -4.27  0.000
H7 0.52 0.81 -9.35  0.000
H8 -0.69 1.30 -7.20  0.000
H9 0.73 -1.88 -4.24  0.000
H10 -0.23 -1.79 -1.98  0.000
H11 -1.50 2.12 -2.56  0.000
H12 -0.74 2.10 -4.88  0.000
F1 -1.66 -2.57 -0.82  -0.001
C13 -1.97 -1.72 0.21  0.002
F2 -3.32 -1.91 0.42  0.004
C14 -1.30 -2.36 1.48  0.003
F3 -1.03 -1.42 2.42  0.001
F4 -0.14 -2.94 1.16  0.000
F5 -2.07 -3.27 2.05  0.001
C15 1.83 -1.05 -0.02  0.001
C16 1.33 0.05 0.84  0.010
N5 0.13 0.65 0.80  0.017
C17 0.15 1.65 1.78  0.005
C18 1.34 1.63 2.41  0.002
N6 2.07 0.62 1.80  0.003
C19 3.44 0.25 2.20  0.000
N7 3.49 -0.03 3.59  0.000
N8 3.64 0.99 4.49  0.000
N9 3.63 0.51 5.67  0.000
C20 3.47 -0.86 5.59  0.000
C21 3.41 -1.82 6.60  0.000
C22 3.24 -3.13 6.21  0.000
C23 3.13 -3.49 4.85  0.000
C24 3.19 -2.55 3.85  0.000
C25 3.37 -1.23 4.25  0.000
H13 1.03 -1.46 -0.60  0.001
H14 2.26 -1.85 0.58  0.000
H15 2.60 -0.68 -0.70  0.000
H16 -0.70 2.27 1.99  0.000
H17 1.75 2.20 3.22  0.000
H18 4.10 1.09 1.99  0.000
H19 3.76 -0.62 1.64  0.000
H20 3.50 -1.53 7.64  0.000
H21 3.21 -3.91 6.96  0.000
H22 3.00 -4.53 4.59  0.000
H23 3.11 -2.83 2.80  0.000
C26 -2.66 4.16 1.26  0.000
C27 -2.80 3.59 -0.13  0.000
O5 -1.68 2.72 -0.50  0.005
H24 -3.51 4.80 1.48  0.000
H25 -1.76 4.78 1.34  0.000
H26 -2.61 3.37 2.00  0.000
H27 -2.85 4.39 -0.87  0.000
H28 -3.69 2.97 -0.23  0.000
H29 -0.87 3.14 -0.19  0.001

Output
E_tot ... -100331.956 eV
Total charge ... +1
E_LUMO (alpha / beta) ... -0.2386 / -0.2235 hartree
HOMO energy (alpha / beta) ... -0.3234 / -0.3234 Ha
2S+1 ... 2
Energy relative to the best compared isomer or geometry (same formula, charge and spin) ... 0.594 eV
Expectation value of S² ... 0.765